*a*
Density functional theory data (ωB97M-V/def2-TZVPD) for a single C3H3F2N molecule.

## Properties
E_HOMO in eV: -10.6
SMILES: FC1(F)C=NC1
Molecular weight in g/mol: 91.06
E_LUMO in eV: 0.649

Structure (XYZ):
```
9
C3H3F2N | the Open Molecules 2025 dataset | ωB97M-V/def2-TZVPD
F -1.57 1.14 -0.16
C -0.69 0.15 -0.01
F -1.42 -0.96 -0.14
C 0.18 0.06 1.19
N 1.29 0.04 0.49
C 0.63 0.06 -0.83
H 0.10 -0.32 2.27
H 0.56 -0.95 -1.23
H 0.92 0.78 -1.59
```

Results of the natural (NBO) charge analysis, in e, for atoms 1 through 4: number 1, F, carries -0.314; number 2, C, carries 0.638; number 3, F, carries -0.333; number 4, C, carries -0.002

=====

*b*
Density functional theory data (ωB97M-V/def2-TZVPD) for C3H3F2N as an isolated structure.

## Properties
E_HOMO in eV: -12.1
Molecular weight in g/mol: 91.06
E_LUMO in eV: 0.344

Structure (XYZ):
```
9
C3H3F2N | the Open Molecules 2025 dataset | ωB97M-V/def2-TZVPD
C 1.77 0.18 0.04
C -0.94 -0.39 -0.46
C -0.08 0.59 0.38
N 2.83 -0.21 -0.01
F -1.11 -1.48 0.39
F -0.17 1.88 0.19
H -0.37 -0.90 -1.27
H -1.92 0.09 -0.61
H -0.01 0.24 1.36
```

Results of the natural (NBO) charge analysis, in e, for atoms 1 through 4: number 1, C, carries 0.130; number 2, C, carries -0.027; number 3, C, carries 0.307; number 4, N, carries -0.390

=====

*a* takes first place; second place is 0.743 eV up.